1.
The following is a DFT calculation (ωB97M-V/def2-TZVPD) of a structure of composition C25H34N3O6SiTi.

CARTESIAN COORDINATES (ANGSTROEM)
Ti (0.181, -0.306, 0.328)
O (-3.249, 1.514, -1.297)
C (-2.034, 2.211, -1.494)
C (-1.381, 2.620, -0.166)
N (-0.034, 2.070, 0.089)
C (0.940, 2.491, -0.917)
C (2.147, 1.554, -0.946)
O (3.188, 1.935, -1.439)
O (1.919, 0.382, -0.434)
C (0.384, 2.493, 1.435)
C (-0.223, 1.576, 2.508)
O (-0.541, 1.999, 3.597)
O (-0.305, 0.331, 2.123)
H (-2.979, 0.604, -1.099)
H (-2.282, 3.103, -2.072)
H (-1.347, 1.599, -2.081)
H (-2.034, 2.281, 0.639)
H (-1.319, 3.715, -0.092)
H (1.281, 3.520, -0.764)
H (0.482, 2.435, -1.905)
H (0.114, 3.532, 1.643)
H (1.471, 2.401, 1.509)
C (-3.261, -3.403, -1.625)
N (-2.622, -2.360, -0.853)
C (-2.847, -2.441, 0.582)
C (-1.807, -1.488, -1.480)
N (-1.208, -0.599, -0.703)
H (-4.349, -3.370, -1.501)
H (-2.914, -4.393, -1.308)
H (-3.008, -3.250, -2.670)
H (-3.913, -2.580, 0.778)
H (-2.508, -1.526, 1.062)
H (-2.304, -3.287, 1.015)
C (0.423, -4.889, -0.585)
C (1.289, -4.786, 0.678)
C (0.398, -4.918, 1.917)
C (2.315, -5.921, 0.669)
Si (2.070, -3.054, 0.688)
O (0.833, -2.017, 0.523)
C (2.964, -2.755, 2.313)
C (2.512, -1.757, 3.179)
C (3.135, -1.525, 4.399)
C (4.224, -2.293, 4.782)
C (4.684, -3.299, 3.942)
C (4.057, -3.526, 2.725)
C (3.219, -2.850, -0.782)
C (2.658, -2.500, -2.015)
C (3.447, -2.343, -3.144)
C (4.820, -2.533, -3.065)
C (5.398, -2.873, -1.851)
C (4.603, -3.027, -0.723)
H (-0.115, -5.845, -0.590)
H (1.031, -4.847, -1.492)
H (-0.311, -4.081, -0.639)
H (-0.138, -5.875, 1.899)
H (-0.343, -4.117, 1.962)
H (0.985, -4.879, 2.839)
H (1.804, -6.887, 0.576)
H (2.897, -5.951, 1.594)
H (3.010, -5.832, -0.171)
H (1.648, -1.159, 2.913)
H (2.763, -0.744, 5.052)
H (4.710, -2.110, 5.733)
H (5.531, -3.908, 4.234)
H (4.432, -4.321, 2.090)
H (1.590, -2.323, -2.086)
H (2.992, -2.056, -4.084)
H (5.438, -2.401, -3.944)
H (6.471, -3.004, -1.779)
H (5.079, -3.262, 0.222)

For the energy above the lowest of the compared OMol25 structures with the same formula, charge and spin, the calculation gives 0.087 eV. The charge is -1.


2.
The following is a DFT calculation (ωB97M-V/def2-TZVPD) of the molecule C25H34N4O4S.

CARTESIAN COORDINATES (ANGSTROEM)
C (-4.767, 0.064, 1.239)
C (-5.129, 1.428, 0.739)
C (-6.439, 1.875, 0.751)
C (-6.775, 3.136, 0.287)
C (-5.785, 3.967, -0.199)
C (-4.466, 3.544, -0.222)
C (-4.132, 2.279, 0.241)
O (-2.853, 1.773, 0.246)
C (-1.794, 2.659, -0.023)
C (-0.436, 1.992, 0.211)
O (0.570, 2.661, 0.283)
N (-0.507, 0.642, 0.290)
C (0.587, -0.232, 0.371)
C (1.790, 0.195, 0.914)
C (2.907, -0.613, 0.839)
C (2.850, -1.845, 0.224)
C (1.635, -2.312, -0.245)
C (0.476, -1.542, -0.152)
N (-0.774, -1.972, -0.609)
C (-1.828, -2.148, 0.377)
C (-1.842, -3.573, 0.940)
N (-2.051, -4.515, -0.142)
C (-2.244, -5.865, 0.338)
H (-2.441, -6.518, -0.511)
H (-1.369, -6.253, 0.884)
H (-3.106, -5.886, 1.002)
C (-0.947, -4.426, -1.079)
C (-0.858, -2.998, -1.629)
H (-0.010, -2.900, -2.308)
H (-1.778, -2.801, -2.191)
H (-1.135, -5.115, -1.906)
H (0.004, -4.718, -0.598)
H (-2.664, -3.669, 1.652)
H (-0.892, -3.764, 1.474)
H (-1.697, -1.450, 1.203)
H (-2.787, -1.965, -0.118)
H (1.591, -3.294, -0.689)
H (3.747, -2.438, 0.157)
S (4.469, 0.010, 1.459)
O (4.255, 0.654, 2.721)
O (5.428, -1.056, 1.384)
N (4.940, 1.171, 0.374)
C (5.187, 0.703, -0.967)
C (6.090, 1.698, -1.693)
C (5.450, 3.084, -1.678)
C (5.166, 3.502, -0.238)
C (4.280, 2.456, 0.435)
H (4.130, 2.684, 1.490)
H (3.302, 2.426, -0.069)
H (6.106, 3.579, 0.311)
H (4.665, 4.470, -0.210)
H (6.112, 3.807, -2.158)
H (4.513, 3.059, -2.239)
H (7.051, 1.736, -1.179)
H (6.256, 1.360, -2.717)
H (5.667, -0.273, -0.878)
H (4.239, 0.587, -1.521)
H (1.866, 1.160, 1.383)
H (-1.401, 0.237, 0.048)
H (-1.812, 2.995, -1.071)
H (-1.841, 3.547, 0.620)
H (-3.711, 4.210, -0.607)
H (-6.030, 4.953, -0.563)
H (-7.803, 3.465, 0.308)
H (-7.209, 1.223, 1.137)
H (-4.567, -0.601, 0.399)
H (-3.869, 0.112, 1.851)
H (-5.579, -0.357, 1.825)

For the energy above the lowest of the compared OMol25 structures with the same formula, charge and spin, the calculation gives 2.892 eV.


3.
The following is a DFT calculation (ωB97M-V/def2-TZVPD) of a structure of composition C25H35AlBBrCaCl4F3INNaO18S.

CARTESIAN COORDINATES (ANGSTROEM)
C (-0.830, 0.373, 3.417)
C (0.676, 0.209, 3.404)
O (1.170, -0.851, 2.545)
C (0.156, -1.611, 1.965)
O (-0.273, -1.261, 0.890)
C (-0.300, -2.815, 2.690)
C (0.830, -3.840, 2.963)
C (0.856, -4.352, 4.410)
O (1.996, -3.792, 5.102)
S (1.486, -2.880, 6.349)
O (1.023, -1.674, 5.670)
O (2.824, -2.522, 7.133)
C (3.759, -1.582, 6.579)
C (4.784, -2.116, 5.569)
C (4.463, -1.734, 4.134)
I (5.226, -4.187, 5.795)
H (-1.043, 1.195, 4.090)
H (-1.399, -0.504, 3.824)
H (-1.216, 0.695, 2.438)
H (1.014, 0.100, 4.420)
H (1.080, 1.164, 2.991)
H (-0.766, -2.480, 3.614)
H (-1.053, -3.273, 2.064)
H (1.792, -3.371, 2.799)
H (0.772, -4.659, 2.259)
H (-0.063, -4.095, 4.927)
H (0.921, -5.431, 4.378)
H (3.263, -0.700, 6.187)
H (4.335, -1.251, 7.431)
H (5.704, -1.600, 5.803)
H (3.600, -2.257, 3.748)
H (4.255, -0.662, 4.150)
H (5.344, -1.857, 3.520)
Ca (0.992, 1.160, 1.040)
Br (-2.256, -1.379, 5.599)
C (-0.610, 5.590, -3.929)
C (0.084, 4.281, -4.291)
C (-0.121, 3.181, -3.239)
C (0.445, 3.615, -1.963)
N (0.991, 3.927, -0.990)
H (-0.214, 6.015, -3.004)
H (-0.452, 6.327, -4.715)
H (-1.686, 5.447, -3.811)
H (1.150, 4.455, -4.416)
H (-0.293, 3.929, -5.249)
H (0.385, 2.268, -3.550)
H (-1.186, 2.965, -3.112)
C (-3.849, 6.980, -7.950)
C (-4.646, 6.114, -7.012)
O (-4.759, 4.724, -7.385)
C (-3.620, 3.828, -6.957)
O (-3.393, 3.923, -5.691)
C (-2.358, 3.994, -7.832)
F (-2.662, 4.124, -9.125)
F (-1.650, 2.842, -7.667)
F (-1.553, 4.991, -7.497)
H (-4.112, 6.758, -9.075)
H (-4.082, 8.034, -7.792)
H (-2.775, 6.855, -7.836)
H (-5.672, 6.507, -7.014)
H (-4.274, 6.197, -5.983)
H (-4.023, 2.833, -7.308)
Na (-2.504, 1.459, -6.087)
C (-0.276, -2.926, 10.645)
Cl (-1.998, -2.615, 10.840)
Cl (0.152, -3.009, 8.923)
Cl (0.685, -1.699, 11.461)
H (-0.051, -3.886, 11.089)
Cl (-4.690, 5.961, -10.470)
C (-2.775, -5.744, 4.765)
C (-3.887, -6.397, 3.970)
O (-3.282, -6.555, 2.678)
C (-1.942, -6.587, 2.838)
O (-1.158, -6.862, 1.989)
O (-1.599, -6.244, 4.107)
H (-2.774, -6.023, 5.814)
H (-2.789, -4.653, 4.687)
H (-4.159, -7.380, 4.355)
H (-4.780, -5.783, 3.901)
Al (-6.418, 4.081, -6.302)
B (3.564, -0.161, -4.539)
O (3.336, 1.277, -4.863)
C (2.128, 1.414, -5.343)
O (1.603, 2.441, -5.688)
C (1.453, 0.041, -5.364)
O (0.313, -0.166, -5.709)
O (2.289, -0.847, -4.910)
O (4.703, -0.706, -5.264)
C (5.600, -1.168, -4.380)
O (6.642, -1.674, -4.638)
C (5.035, -0.923, -2.969)
O (5.549, -1.200, -1.931)
O (3.841, -0.332, -3.107)

The charge is +2.


no.,E (Eh),E_LUMO (eV),orbital gap (eV)
1,-2727.999387,2.715,6.8
2,-1891.219280,0.550,8.8
3,-8899.567437,-11.323,0.8